Entry i
{"formula": "C2H5N3OS", "method": "wB97M-V/def2-TZVPD", "elements": ["H", "N", "C", "N", "S", "C", "N", "O", "H", "H", "H", "H"], "coordinates": [[2.7057, -1.9750, 0.0199], [3.1988, -1.0950, -0.0050], [2.3736, -0.1271, -0.0278], [0.9942, -0.1301, 0.0679], [0.0834, 1.2991, -0.0215], [-1.5087, 0.5947, 0.0397], [-1.6935, -0.6706, -0.0358], [-3.0610, -0.9534, -0.0069], [2.7759, 0.8940, 0.0108], [0.4781, -1.0139, 0.0006], [-2.3454, 1.3076, 0.1000], [-3.1464, -1.9073, 0.0070]], "spin_multiplicity": 1, "homo_ev": -8.396, "smiles": "[H]/N=C\\NS/C=N/O"}

---

Entry ii
{"formula": "C2H5N3OS", "method": "wB97M-V/def2-TZVPD", "elements": ["N", "N", "C", "N", "C", "O", "S", "H", "H", "H", "H", "H"], "coordinates": [[2.0741, 0.0580, 0.0699], [0.7932, 0.7744, -0.0781], [-0.2144, -0.1195, -0.1160], [-0.0067, -1.5238, 0.0710], [-1.6417, 0.5160, 0.1370], [-1.7216, 1.8376, -0.0033], [-3.0150, -0.4393, 0.0485], [2.8122, 0.8941, -0.1196], [1.7466, -0.3190, 1.1657], [-0.8103, -2.1002, -0.5891], [0.8180, -1.6606, -0.4208], [-0.8345, 2.0824, -0.1653]], "spin_multiplicity": 1, "homo_ev": -9.041, "smiles": "N/N=C(\\N)C(O)=S"}

---

Entry iii
{"formula": "C2H5N3OS", "method": "wB97M-V/def2-TZVPD", "elements": ["C", "C", "N", "N", "N", "O", "S", "H", "H", "H", "H", "H"], "coordinates": [[0.7940, -0.9351, -0.1958], [1.7258, 2.3378, -0.0759], [1.3500, 1.2510, 0.0739], [0.0407, -1.8618, 0.6000], [0.9152, 0.2241, 0.5077], [1.3721, -1.1626, -1.2434], [-2.8487, 0.6909, -0.2303], [1.7966, 3.3751, -0.0206], [-2.2336, -0.1201, -1.2478], [-1.9541, 0.2201, 0.7274], [-0.7168, -1.4514, 1.1205], [-0.2413, -2.5681, -0.0156]], "spin_multiplicity": 1, "homo_ev": -9.421}

---

Entry iv
{"formula": "C2H5N3OS", "method": "wB97M-V/def2-TZVPD", "elements": ["H", "N", "C", "N", "O", "N", "C", "S", "H", "H", "H", "H"], "coordinates": [[-0.5705, 1.0499, 1.3984], [-1.4026, 0.6760, 0.7344], [-0.9185, -0.1251, -0.3431], [-1.7240, -0.5015, -1.4049], [0.3521, -0.6538, -0.7663], [1.0766, -0.7076, 0.4877], [1.6083, 0.4690, 0.9584], [1.5723, 1.9613, 0.3107], [-1.1973, -0.8033, -2.2320], [-2.6210, 0.1220, -1.3763], [1.6079, -1.7147, 0.4680], [2.2167, 0.2278, 1.7649]], "spin_multiplicity": 1, "homo_ev": -8.706, "smiles": "[H]/N=C(/N)ONC=S"}

---

In terms of stability, entry i leads; the second structure lies 25.2 kJ/mol higher.

---

Entry i
{"formula": "C2H5N3OS", "method": "wB97M-V/def2-TZVPD", "elements": ["N", "N", "C", "C", "O", "N", "S", "H", "H", "H", "H", "H"], "coordinates": [[-1.0319, -0.1492, -1.2811], [-0.5644, -1.3294, -0.7731], [0.5489, -1.2908, -0.0346], [1.1790, -0.0316, 0.1511], [2.2532, 0.0729, -0.4543], [0.5825, 1.0300, 0.7416], [-0.7615, 0.7017, 1.8565], [-0.4163, 0.7022, -1.1260], [-1.6584, -0.2985, -1.9262], [0.7510, -2.2388, 0.6652], [1.1435, 1.6977, 1.0506], [-2.0255, 1.1338, 1.1303]], "spin_multiplicity": 1, "homo_ev": -8.869, "smiles": "N/N=C\\C(=O)NS"}

---

Entry ii
{"formula": "C2H5N3OS", "method": "wB97M-V/def2-TZVPD", "elements": ["N", "N", "C", "C", "O", "N", "S", "H", "H", "H", "H", "H"], "coordinates": [[0.4444, -0.7453, -1.4819], [1.0894, 0.3673, -1.0790], [1.1093, 0.6647, 0.1671], [0.2676, -0.1657, 1.0696], [0.5525, -1.1966, 1.5949], [-1.0114, 0.3041, 1.2543], [-1.8415, 1.3977, 0.3210], [0.7336, -1.0423, -2.4576], [0.4532, -1.5015, -0.8148], [1.6654, 1.5620, 0.4677], [-1.5415, -0.3666, 1.7826], [-1.9211, 0.7222, -0.8237]], "spin_multiplicity": 1, "homo_ev": -9.215, "smiles": "N/N=C\\C(=O)NS"}

---

Entry iii
{"formula": "C2H5N3OS", "method": "wB97M-V/def2-TZVPD", "elements": ["H", "N", "C", "N", "S", "C", "N", "O", "H", "H", "H", "H"], "coordinates": [[1.1256, -3.0461, -0.6924], [1.4698, -2.2847, -0.1181], [0.6708, -1.3046, -0.3764], [-0.3294, -1.1656, -1.3039], [1.0902, 0.1797, 0.5229], [-0.3894, 1.2690, 0.4463], [-0.2080, 2.3641, 1.2325], [-1.3664, 1.1416, -0.2338], [-0.5493, -2.0484, -1.7296], [-1.1317, -0.5133, -1.1184], [-0.9775, 2.9718, 1.4745], [0.5953, 2.4365, 1.8965]], "spin_multiplicity": 1, "homo_ev": -9.332, "smiles": "[H]/N=C(\\N)SC(N)=O"}

---

In terms of stability, entry iii leads; the second structure lies 197.4 kJ/mol higher.

---

Entry i
{"formula": "C2H12O5", "method": "wB97M-V/def2-TZVPD", "elements": ["C", "C", "O", "H", "H", "H", "H", "O", "H", "H", "O", "H", "H", "O", "H", "H", "O", "H", "H"], "coordinates": [[-2.2344, 0.7050, 2.0674], [-1.3138, 1.0904, 1.2341], [-1.1056, 0.5027, 0.0309], [-2.2983, 1.2245, 3.0279], [-2.8115, -0.1718, 1.9384], [-0.6876, 1.9219, 1.4045], [-0.5746, 1.0309, -0.5776], [0.1811, 1.5546, -2.3856], [1.0010, 1.6265, -1.8568], [0.5312, 1.3969, -3.2515], [2.0976, 0.8272, -0.2946], [2.8103, 1.2744, 0.1069], [2.2616, -0.1402, -0.2092], [1.9485, -1.9230, 0.7590], [2.4993, -2.6873, 0.9311], [1.1675, -2.2821, 0.3212], [-0.8658, -2.2535, -1.0589], [-1.7755, -2.4140, -1.3257], [-0.8310, -1.2827, -0.8614]], "spin_multiplicity": 1, "homo_ev": -8.903, "smiles": "C=CO.O.O.O.O"}

---

Entry ii
{"formula": "C2H12O5", "method": "wB97M-V/def2-TZVPD", "elements": ["C", "C", "O", "H", "H", "H", "H", "O", "H", "H", "O", "H", "H", "O", "H", "H", "O", "H", "H"], "coordinates": [[-0.7032, 1.4635, 0.5080], [0.8016, 1.0737, 0.7118], [1.0430, -0.0706, 1.1449], [-1.0967, 0.4660, 0.2805], [-0.9624, 2.1069, -0.3508], [-1.1106, 1.7831, 1.5132], [1.5216, 1.8649, 0.3899], [2.6438, 1.3987, -1.8700], [2.0830, 0.6313, -1.9616], [2.9647, 1.7184, -2.7833], [-1.0778, -1.5410, 1.8747], [-0.9848, -1.7316, 2.8070], [-0.2007, -1.1594, 1.6829], [-2.7234, -1.4142, -0.2270], [-3.4461, -1.6042, 0.3518], [-2.0032, -1.6323, 0.3653], [0.4335, -0.5075, -1.7851], [0.2572, -0.8893, -0.9387], [-0.1652, 0.3005, -1.7749]], "spin_multiplicity": 1, "homo_ev": -10.643, "smiles": "CC=O.O.O.O.O"}

---

In terms of stability, entry i leads; the second structure lies 30.6 kJ/mol higher.

---

Entry i
{"formula": "H30O15", "method": "wB97M-V/def2-TZVPD", "elements": ["H", "H", "H", "H", "H", "H", "H", "H", "H", "H", "H", "H", "H", "H", "H", "H", "H", "H", "H", "H", "H", "H", "H", "H", "H", "H", "H", "H", "H", "H", "O", "O", "O", "O", "O", "O", "O", "O", "O", "O", "O", "O", "O", "O", "O"], "coordinates": [[-0.9114, 0.1751, 0.1115], [-0.3521, 0.4206, 1.5032], [3.2237, 2.7466, 0.8723], [3.2255, 1.5102, 1.7562], [0.2120, -3.7017, -0.6092], [0.9425, -2.4270, -0.2198], [1.2351, 1.5324, -2.5363], [1.2496, 2.7905, -1.6837], [-0.4990, -2.7786, -1.8551], [-1.0756, -2.1466, -0.5989], [0.0511, 1.3643, -4.0136], [-1.0167, 2.0761, -4.8280], [-2.8372, 4.0435, 3.2354], [-1.5833, 4.5357, 2.5315], [-1.9358, -4.3425, 2.3681], [-2.4613, -4.3295, 0.9420], [0.0167, 3.2742, 0.4568], [1.2105, 2.7643, 1.2473], [1.4300, -2.9529, 3.3666], [1.9741, -1.5598, 3.0961], [0.6841, 0.9854, 4.3092], [1.8596, 0.3146, 5.0007], [-3.3273, 4.2826, -2.5206], [-2.5099, 3.0745, -2.0934], [-1.3129, -0.7445, -4.2127], [-0.0636, -1.5716, -4.4678], [-3.1761, -4.2576, -1.5988], [-2.6160, -2.9532, -1.0558], [3.0313, -0.9867, 0.8844], [4.1701, -1.1883, -0.1016], [-0.0842, 0.3279, 0.5820], [3.5713, 2.4085, 1.7053], [0.1965, -2.9827, 0.0325], [1.8000, 2.0441, -1.9464], [-0.4997, -1.9586, -1.3485], [-0.8957, 1.3603, -4.1939], [-1.8913, 3.8742, 3.1612], [-2.3447, -3.7645, 1.7142], [0.6822, 2.5770, 0.4633], [2.0204, -2.2837, 3.7307], [0.9230, 0.1953, 4.8068], [-3.2586, 3.3293, -2.6444], [-0.3554, -0.6697, -4.2938], [-2.6923, -3.4683, -1.8669], [3.9912, -0.9392, 0.8121]], "spin_multiplicity": 1, "homo_ev": -8.353}

---

Entry ii
{"formula": "H30O15", "method": "wB97M-V/def2-TZVPD", "elements": ["O", "H", "H", "O", "H", "H", "O", "H", "H", "O", "H", "H", "O", "H", "H", "O", "H", "H", "O", "H", "H", "O", "H", "H", "O", "H", "H", "O", "H", "H", "O", "H", "H", "O", "H", "H", "O", "H", "H", "O", "H", "H", "O", "H", "H"], "coordinates": [[-0.5006, -2.9219, -2.9877], [0.2358, -3.3340, -3.5134], [-1.2194, -2.4411, -3.3945], [1.1473, -2.7948, -0.2498], [1.4418, -2.4784, -1.1048], [0.3220, -3.3121, -0.3034], [1.1063, 2.7575, 2.3887], [0.8610, 3.6477, 2.0653], [0.1846, 2.4150, 2.5015], [0.6900, 0.6072, -2.2771], [0.0847, -0.0216, -1.8463], [1.4565, 0.3771, -1.6806], [1.7739, 3.8829, -2.2325], [1.9255, 3.1278, -1.6584], [0.8427, 3.8260, -2.5183], [3.4325, 2.0016, 0.5472], [4.1751, 1.6597, 1.0376], [2.7407, 2.4056, 1.0819], [-2.0958, -2.7154, 3.3442], [-1.1408, -2.6542, 3.1396], [-2.1996, -1.7859, 3.1121], [-2.0353, 0.1744, -0.7250], [-2.2860, -0.4721, -0.0624], [-2.3273, 1.0483, -0.4429], [-2.3653, -3.5096, 1.0668], [-2.7464, -3.6209, 1.9769], [-3.1915, -3.3946, 0.5431], [2.6191, -1.7408, -3.4836], [3.1953, -1.4344, -2.7841], [1.7385, -1.9940, -3.2171], [-2.8523, 2.7158, 0.4025], [-2.3980, 3.3900, -0.1703], [-3.6351, 3.2774, 0.4713], [2.4962, -0.4209, -0.5522], [1.8962, -0.7840, 0.1166], [3.2162, 0.0240, -0.0359], [0.8166, -2.6301, 2.4999], [1.1620, -1.9405, 1.9137], [0.5817, -3.3477, 1.9132], [-0.8895, 3.1711, -1.6041], [-1.1010, 3.9917, -2.0598], [-0.7757, 2.4777, -2.2608], [-2.4140, 0.6426, 3.6586], [-2.3347, 1.4590, 3.1493], [-1.6338, 0.6688, 4.2350]], "spin_multiplicity": 1, "homo_ev": -10.516}

---

Entry iii
{"formula": "H30O15", "method": "wB97M-V/def2-TZVPD", "elements": ["O", "H", "H", "O", "H", "H", "O", "H", "H", "O", "H", "H", "O", "H", "H", "O", "H", "H", "O", "H", "H", "O", "H", "H", "O", "H", "H", "O", "H", "H", "O", "H", "H", "O", "H", "H", "O", "H", "H", "O", "H", "H", "O", "H", "H"], "coordinates": [[2.2196, -3.0847, -0.3383], [2.8926, -3.7457, -0.1123], [2.0106, -2.7957, 0.5577], [-0.4894, 2.0213, -2.3113], [-0.8824, 2.1573, -1.4243], [-0.6244, 1.0813, -2.4653], [0.9596, 3.4383, 1.6207], [1.4856, 2.7553, 1.1047], [1.7506, 3.8823, 2.0597], [-4.0304, 0.4753, 0.6937], [-4.0724, 1.3933, 0.6397], [-3.1724, 0.2503, 1.0687], [-2.3974, -2.4167, -0.3083], [-2.2094, -2.0037, 0.5507], [-2.8674, -3.1977, -0.0043], [-2.4104, -0.1227, -2.1073], [-3.3084, 0.1723, -2.2813], [-2.5504, -0.9897, -1.7493], [-1.1824, 1.9913, 0.3247], [-0.6304, 1.7013, 1.0147], [-1.4094, 2.9173, 0.3747], [2.1016, 1.2173, -2.8893], [1.2866, 1.4813, -2.4643], [2.3566, 0.3963, -2.4663], [3.0816, -0.9517, -1.7403], [3.3506, -1.5577, -2.3553], [2.7366, -1.3757, -0.9683], [-2.0024, -1.2077, 2.2077], [-1.4844, -2.0367, 2.4087], [-2.7564, -1.2027, 2.7837], [0.3316, -0.3757, 0.0227], [1.0056, 0.3143, 0.0537], [-0.5374, -0.0167, -0.0523], [1.4916, -1.6197, 2.0257], [2.4336, -1.3937, 1.8097], [0.9876, -1.1407, 1.3577], [2.2896, 1.5433, 0.2367], [3.1536, 1.4173, 0.5447], [2.2836, 2.1923, -0.4433], [0.3386, -1.3297, -2.3683], [-0.5524, -1.6627, -2.3943], [0.5976, -1.0337, -1.5063], [-0.2244, 0.9463, 3.1097], [-0.4114, 0.1113, 2.7437], [-0.9374, 1.4043, 3.4347]], "spin_multiplicity": 1, "homo_ev": -9.471}

---

Entry iv
{"formula": "H30O15", "method": "wB97M-V/def2-TZVPD", "elements": ["O", "H", "H", "O", "H", "H", "O", "H", "H", "O", "H", "H", "O", "H", "H", "O", "H", "H", "O", "H", "H", "O", "H", "H", "O", "H", "H", "O", "H", "H", "O", "H", "H", "O", "H", "H", "O", "H", "H", "O", "H", "H", "O", "H", "H"], "coordinates": [[2.5072, -0.9413, -0.8637], [3.3043, -0.8274, -0.1885], [2.9561, -1.3749, -1.5106], [-0.1583, 0.1200, 0.4737], [-0.8820, -0.1925, -0.0751], [0.7682, 0.0299, 0.2291], [-1.5416, 1.2717, -3.2782], [-1.6841, 0.9051, -2.3459], [-0.4969, 1.1918, -3.3358], [3.0142, 1.8682, 0.3693], [2.2126, 2.1015, 0.2721], [3.4155, 1.6357, -0.5537], [1.2546, -2.5691, 2.0932], [0.7079, -2.1345, 1.5928], [1.7234, -1.9147, 2.7033], [1.7897, 0.7996, -1.8198], [2.1426, 0.1168, -1.1366], [2.5686, 1.2668, -2.0834], [-1.9619, -2.1611, 2.6620], [-1.9763, -3.2143, 2.8894], [-1.8101, -2.2568, 1.7998], [0.4732, 2.6004, 1.4314], [0.4930, 3.3866, 1.9945], [0.1740, 1.8397, 1.9784], [-2.1634, -1.7816, 0.5462], [-2.7278, -2.3600, -0.0807], [-2.5599, -1.1028, 1.0752], [-3.0311, -0.8774, -2.8010], [-2.8436, -0.1412, -2.1538], [-2.3792, -1.5199, -2.4660], [-0.4266, -1.9454, -2.4535], [0.1399, -1.2067, -2.5826], [0.0376, -2.6409, -2.8275], [-1.0615, 2.6125, -0.4727], [-0.4595, 3.0843, -0.7777], [-0.4121, 1.9554, -0.2438], [3.5411, -0.4937, 1.7627], [2.8659, -0.7164, 2.3301], [3.3001, 0.3860, 1.3194], [-0.7275, 0.5163, 2.8134], [-1.2188, -0.0847, 3.4109], [-0.7757, 0.1625, 1.8462], [-2.6154, 1.3636, -0.8866], [-3.0732, 0.9491, -0.0795], [-2.4031, 2.2939, -0.5763]], "spin_multiplicity": 1, "homo_ev": -9.545}

---

In terms of stability, entry iii leads; the second structure lies 48.4 kJ/mol higher.